Below is the molecule C3H7N5, with properties calculated with the ωB97M-V functional and the def2-TZVPD basis.

XYZ file:
```
15
Properties=species:S:1:pos:R:3:mulliken_charge:R:1
N 1.46993 -0.15600 1.25512 -0.5902
C 0.62553 0.81420 1.28777 0.6402
C 0.16774 -1.00261 -0.47912 0.3821
N 0.69625 -0.86598 -1.74969 -0.4484
C -1.69966 0.74563 -0.36236 -0.1708
N -0.55102 0.35023 -0.03528 -0.0969
N 0.51103 2.03008 1.55616 -0.7040
N -0.30249 -2.11428 -0.09216 -0.6952
H 2.34980 -0.14998 1.74695 0.2009
H 0.93698 -1.75599 -2.16068 0.2536
H 1.35038 -0.11082 -1.88043 0.2349
H -0.25402 2.47997 1.06497 0.2069
H -0.79268 -2.06525 0.79300 0.2762
H -2.34210 0.18586 -1.03701 0.2764
H -2.16567 1.61497 0.09278 0.2343
```

Lowest unoccupied orbital energy   0.00 eV
Relative energy (zero: lowest compared OMol25 entry of this formula, charge and spin)   3.567 eV
Net charge   0
Kohn-Sham gap   8.3 eV

***

Below is a structure of composition C3H7N5O, with properties calculated with the ωB97M-V functional and the def2-TZVPD basis.

XYZ file:
```
16
Properties=species:S:1:pos:R:3:mulliken_charge:R:1
C 2.27741 -0.87163 0.07931 -0.5719
C 0.32247 0.16437 -0.22367 0.5461
C -1.70918 -0.64144 0.05604 0.3913
H 3.14660 -0.86073 -1.18227 0.1834
H 1.60046 -2.02341 0.40643 0.1324
H 3.22905 -0.55027 0.98483 0.2422
H 0.19919 -1.81087 0.09921 0.0997
H -3.43389 -1.42092 -0.47577 0.4182
H -0.27128 2.86517 -0.66354 0.2376
H -0.55820 3.06536 1.04079 0.2516
N 1.61311 0.37133 -0.14011 -0.5346
N -0.33246 -0.89788 0.09030 -0.0545
N -1.99066 0.54879 -0.10968 -0.7331
N -0.76574 1.15274 -0.10142 0.7210
N -0.86399 2.52904 0.10836 -0.7795
O -2.46289 -1.61965 0.03118 -0.5498
```

Lowest unoccupied orbital energy   0.24 eV
Relative energy (zero: lowest compared OMol25 entry of this formula, charge and spin)   7.645 eV
Net charge   0
Kohn-Sham gap   7.8 eV

***

Below is the molecule C3H7N5O, with properties calculated with the ωB97M-V functional and the def2-TZVPD basis.

XYZ file:
```
16
Properties=species:S:1:pos:R:3:mulliken_charge:R:1
C 0.09746 1.22660 -0.70917 0.1171
C -1.94315 0.08751 -1.24146 0.0858
C 0.46299 -0.64646 0.92277 0.4238
H 2.19081 1.21036 1.32771 0.2920
H 2.89084 0.31650 0.15803 0.2828
H 0.65932 2.12208 -0.91323 0.4430
H -2.99646 0.42995 -0.93817 0.3183
H 0.41598 -1.11963 2.81947 0.2963
H 0.67088 0.53493 2.61947 0.2177
H -0.32806 -1.83589 -0.34891 0.3295
N 2.12626 1.03197 0.33032 -0.7032
N 0.91218 0.41740 0.03623 0.1513
N -1.04857 1.11748 -1.25015 -0.4526
N 0.82780 -0.39925 2.22399 -0.5421
N -0.10376 -1.73065 0.62761 -0.7051
O -1.77555 -1.09036 -1.54166 -0.5548
```

Lowest unoccupied orbital energy   0.49 eV
SMILES   [H]/N=C(/N)N(N)/C=N\C=O
Relative energy (zero: lowest compared OMol25 entry of this formula, charge and spin)   1.820 eV
Net charge   0
Kohn-Sham gap   10.1 eV

***

Below is the molecule C3H7NO, with properties calculated with the ωB97M-V functional and the def2-TZVPD basis.

XYZ file:
```
12
Properties=species:S:1:pos:R:3:mulliken_charge:R:1
O -1.09999 -0.68942 1.29951 -0.5392
C 0.05829 0.09989 1.31467 -0.6081
C 0.44072 0.56097 -0.09698 0.2931
C 0.40884 -0.51410 -1.05649 -0.6439
N -0.73208 0.55822 -0.94974 -0.6691
H -1.66444 -0.27655 0.61724 0.3612
H 0.87520 -0.52920 1.69026 0.2663
H -0.04220 0.96793 1.97762 0.2904
H 1.23232 1.30745 -0.15691 0.3734
H 0.10076 -1.50699 -0.78527 0.2478
H 1.08874 -0.38291 -1.90446 0.3311
H -0.66617 0.40470 -1.94947 0.2971
```

Lowest unoccupied orbital energy   1.05 eV
SMILES   OC[C@H]1CN1
Relative energy (zero: lowest compared OMol25 entry of this formula, charge and spin)   3.423 eV
Net charge   0
Kohn-Sham gap   10.9 eV

***

Below is a structure of composition C3H7NO, with properties calculated with the ωB97M-V functional and the def2-TZVPD basis.

XYZ file:
```
12
Properties=species:S:1:pos:R:3:mulliken_charge:R:1
O -0.92950 -1.22482 1.06434 -0.5377
C -0.71873 0.14402 1.25291 -0.4739
C -0.32829 0.79049 -0.04168 0.1177
C 0.98642 -0.20654 -1.17084 -0.7846
N -0.49693 0.14223 -1.12946 -0.6516
H -1.14986 -1.30809 0.11249 0.3742
H 0.11087 0.28859 1.96311 0.2813
H -1.60268 0.67514 1.62490 0.2798
H 0.20983 1.75658 -0.02128 0.4806
H 1.27339 -0.87598 -0.33602 0.2847
H 1.72692 0.60085 -1.25208 0.3602
H 0.91857 -0.78247 -2.06639 0.2693
```

Lowest unoccupied orbital energy   0.40 eV
Relative energy (zero: lowest compared OMol25 entry of this formula, charge and spin)   4.235 eV
Net charge   0
Kohn-Sham gap   8.8 eV

***

Below is the molecule C3H7NO, with properties calculated with the ωB97M-V functional and the def2-TZVPD basis.

XYZ file:
```
12
Properties=species:S:1:pos:R:3:mulliken_charge:R:1
C 0.73167 -0.08067 0.38582 0.0753
C -0.43486 -1.03810 0.02581 -0.4233
C -0.25378 1.05807 0.11960 -0.4880
H 1.67153 0.18529 -1.29218 0.3369
H 1.08425 -0.16280 1.44356 0.3026
H 0.08019 -1.69763 -0.76618 0.2106
H -0.86169 -1.65441 0.84983 0.2689
H -2.17389 0.10413 -0.33074 0.2409
H 0.15146 1.90521 -0.50390 0.2561
H -0.72481 1.35179 0.99913 0.2821
N -1.19622 0.07253 -0.58164 -0.5036
O 1.92615 -0.04342 -0.34908 -0.5584
```

Lowest unoccupied orbital energy   1.01 eV
SMILES   OC1CNC1
Relative energy (zero: lowest compared OMol25 entry of this formula, charge and spin)   2.484 eV
Net charge   0
Kohn-Sham gap   10.0 eV

***

Below is the molecule C3H7NO, with properties calculated with the ωB97M-V functional and the def2-TZVPD basis.

XYZ file:
```
12
Properties=species:S:1:pos:R:3:mulliken_charge:R:1
C 1.72831 0.13696 0.84349 -0.9385
N 0.45468 -0.38831 0.29497 -0.2399
C -0.37649 0.44675 -0.38568 0.7211
O -0.10896 1.62030 -0.60344 -0.6431
C -1.58493 -0.26550 -0.94368 -1.0315
H 0.92485 0.43622 1.54446 0.3534
H 2.08778 1.06510 0.42181 0.2869
H 2.30078 -0.39651 1.58376 0.3836
H 0.18985 -1.31781 0.53895 0.2278
H -1.27262 -0.80461 -1.84487 0.2603
H -2.35052 0.45962 -1.21611 0.2969
H -1.99273 -0.99222 -0.23367 0.3230
```

Lowest unoccupied orbital energy   0.83 eV
SMILES   CNC(C)=O
Relative energy (zero: lowest compared OMol25 entry of this formula, charge and spin)   2.311 eV
Net charge   0
Kohn-Sham gap   9.7 eV

***

Below is a cluster of 3 separate species, C3H7NO in total, with properties calculated with the ωB97M-V functional and the def2-TZVPD basis.

XYZ file:
```
12
Properties=species:S:1:pos:R:3:mulliken_charge:R:1
C 0.36351 -1.53759 -0.26635 -0.5540
N -0.06618 -0.85396 0.77456 -0.1285
C 0.33383 0.57563 0.76158 0.6028
O 1.52108 0.83009 0.68817 -0.5937
C -0.82566 1.27867 0.39033 -1.0108
H -0.40876 -0.40291 -1.46139 0.0935
H -0.10997 -2.47741 -0.53013 0.3357
H 1.36256 -1.31697 -0.62387 0.3187
H -1.01174 -1.05265 1.08150 0.2949
H -0.69704 0.33153 -1.09201 0.0424
H -0.71654 2.30512 0.05825 0.3193
H -1.79587 0.99065 0.78568 0.2796
```

Lowest unoccupied orbital energy (alpha / beta)   0.10 / 0.10 eV
Relative energy (zero: lowest compared OMol25 entry of this formula, charge and spin)   4.519 eV
Net charge   0
Kohn-Sham gap (alpha / beta)   8.2 / 8.2 eV

***

Below is the molecule C3H7NO, with properties calculated with the ωB97M-V functional and the def2-TZVPD basis.

XYZ file:
```
12
Properties=species:S:1:pos:R:3:mulliken_charge:R:1
C -1.83680 -0.26748 -0.35709 -0.7934
N -0.59382 0.19291 0.22222 -0.1898
C 0.59841 -0.27122 -0.24603 0.6498
O 0.66186 -1.08058 -1.15705 -0.6204
C 1.82814 0.32971 0.40642 -0.9711
H -1.75036 -0.25383 -1.44604 0.2631
H -2.64846 0.39616 -0.05017 0.3278
H -2.07362 -1.29302 -0.05181 0.2519
H -0.61318 0.80207 1.02316 0.2267
H 2.12471 1.22967 -0.14289 0.2412
H 2.64651 -0.38924 0.34753 0.2860
H 1.65661 0.60485 1.45175 0.3283
```

Lowest unoccupied orbital energy   0.90 eV
SMILES   CNC(C)=O
Relative energy (zero: lowest compared OMol25 entry of this formula, charge and spin)   0.219 eV
Net charge   0
Kohn-Sham gap   10.6 eV

***

Below is the molecule C3H7NO, with properties calculated with the ωB97M-V functional and the def2-TZVPD basis.

XYZ file:
```
12
Properties=species:S:1:pos:R:3:mulliken_charge:R:1
C 0.65483 -0.62998 -0.82879 -0.5806
C 0.01767 -0.02376 0.39860 0.2647
C -0.98279 1.08173 0.33495 -0.4674
H 0.20689 -2.49242 -0.53928 0.3030
H 0.55952 0.07731 -1.68097 0.2861
H 1.74204 -0.80219 -0.62260 0.2214
H -0.05537 -0.72911 1.22401 0.3197
H -1.77387 1.12427 1.08065 0.2606
H -1.27777 1.46997 -0.62692 0.2037
H 0.48217 1.42178 1.76512 0.2442
N 0.40021 1.34941 0.73966 -0.5658
O 0.02649 -1.84700 -1.24445 -0.4897
```

Lowest unoccupied orbital energy   0.94 eV
SMILES   OC[C@@H]1CN1
Relative energy (zero: lowest compared OMol25 entry of this formula, charge and spin)   2.153 eV
Net charge   0
Kohn-Sham gap   10.6 eV

***

Below is the molecule C3H7NO, with properties calculated with the ωB97M-V functional and the def2-TZVPD basis.

XYZ file:
```
12
Properties=species:S:1:pos:R:3:mulliken_charge:R:1
C -1.24300 0.84488 0.96470 -0.9421
N -0.58897 0.10630 -0.14810 -0.3491
C 0.84730 -0.20118 -0.08883 -0.3561
C 1.31388 -1.03068 -1.42003 0.1073
O 2.50550 -1.42175 -1.45951 -0.4676
H -0.63977 1.02873 1.78018 0.3255
H -1.71923 1.79569 0.67349 0.2897
H -2.18419 0.45295 1.35367 0.3139
H -1.20825 -0.74572 -0.23757 0.2406
H 1.24814 -0.80564 0.81897 0.2691
H 1.33708 0.76816 -0.02356 0.3323
H 0.33152 -0.79174 -2.21342 0.2365
```

Lowest unoccupied orbital energy   0.58 eV
SMILES   CNCC=O
Relative energy (zero: lowest compared OMol25 entry of this formula, charge and spin)   3.168 eV
Net charge   0
Kohn-Sham gap   9.8 eV

***

Below is the molecule C3H7NO, with properties calculated with the ωB97M-V functional and the def2-TZVPD basis.

XYZ file:
```
12
Properties=species:S:1:pos:R:3:mulliken_charge:R:1
O 1.54032 0.48514 0.85467 -0.5461
C 1.18048 -0.59237 0.03516 -0.6236
C -0.20152 -0.34875 -0.59718 0.2708
C -1.21256 0.07143 0.34634 -0.6820
N -0.51045 1.04799 -0.77685 -0.6323
H 1.20062 1.26390 0.37731 0.3757
H 1.10587 -1.48877 0.66465 0.2716
H 1.94764 -0.79081 -0.73025 0.2777
H -0.49336 -1.08423 -1.35133 0.3672
H -0.91120 0.28732 1.36098 0.2937
H -2.23878 -0.23798 0.13662 0.3331
H -1.40707 1.38713 -0.32010 0.2943
```

Lowest unoccupied orbital energy   1.01 eV
SMILES   OC[C@H]1CN1
Relative energy (zero: lowest compared OMol25 entry of this formula, charge and spin)   4.190 eV
Net charge   0
Kohn-Sham gap   10.2 eV

***

no.,DFT total energy (Ha),largest force on an atom (eV/Å)
1,-392.167957,4.12
2,-467.267735,9.37
3,-467.481812,2.45
4,-248.400698,2.42
5,-248.370842,1.25
6,-248.435226,3.22
7,-248.441567,4.51
8,-248.360439,0.31
9,-248.518461,0.32
10,-248.447361,0.80
11,-248.410066,5.25
12,-248.372516,1.41